Record 1
{
  "formula": "C4H7N2S2",
  "method": "wB97M-V/def2-TZVPD",
  "gap_ev": [5.26, 5.26],
  "total_energy_ev": -28901.6020,
  "total_charge": 1,
  "lumo_energy_ev": [-7.28, -7.28],
  "e_above_lowest_ev": 4.196,
  "elements": ["C", "C", "C", "C", "N", "N", "S", "S", "H", "H", "H", "H", "H", "H", "H"],
  "xyz": [[1.01763, 0.42033, -0.94179], [-0.13455, 0.64400, -0.28960], [0.68135, -1.28565, 0.40645], [-1.05791, 1.74430, -0.19722], [-0.31117, -0.46864, 0.57584], [1.52962, -0.78407, -0.51991], [0.08527, -5.66451, -0.37442], [-0.01567, -4.42397, 1.07443], [1.51787, 1.02197, -1.76624], [-0.36084, 2.63110, -0.15175], [-1.42276, 1.69126, -1.21478], [-1.75865, 1.47272, 0.57243], [-1.23896, -0.65386, 1.04129], [2.42915, -1.03021, -0.78946], [-1.23836, -6.04524, -0.82159]]
}

***

Record 2
{
  "formula": "C4H7N3",
  "method": "wB97M-V/def2-TZVPD",
  "gap_ev": 9.68,
  "total_energy_ev": -8729.8296,
  "total_charge": 0,
  "lumo_energy_ev": 0.53,
  "e_above_lowest_ev": 1.850,
  "elements": ["C", "C", "N", "C", "N", "C", "N", "H", "H", "H", "H", "H", "H", "H"],
  "xyz": [[-2.29623, 0.04164, -0.10756], [-0.84100, -0.39851, -0.00889], [0.00419, 0.79684, 0.07598], [1.32014, 0.96282, 0.11398], [2.02575, -0.21984, 0.05487], [3.37457, -0.12052, 0.07780], [4.52939, -0.02215, 0.09781], [-2.45156, 0.65351, -1.00311], [-2.57563, 0.63852, 0.76810], [-2.97146, -0.81597, -0.16020], [-0.56532, -0.99119, -0.89139], [-0.69280, -1.02733, 0.87916], [-0.50827, 1.66574, 0.12258], [1.64822, -1.16357, -0.01915]]
}